Density functional theory data (wB97M-V/def2-TZVPD) for the molecule C22H26N2O7S.

Structure (XYZ):
```
58
Properties=species:S:1:pos:R:3
C -0.7405 -5.3218 -1.6281
H -1.2393 -4.5951 -2.2717
H 0.3045 -5.4096 -1.9303
H -1.2422 -6.2843 -1.6822
O -0.8277 -4.9010 -0.2693
C -0.0311 -3.9039 0.0979
O 0.7719 -3.3624 -0.6140
C -0.2635 -3.5157 1.5608
N 0.2352 -2.1920 1.8356
C -0.1725 -1.1416 1.0409
C -1.4041 -1.1084 0.3882
C -1.7595 -0.0094 -0.3641
C -0.9368 1.0905 -0.4940
C 0.2895 1.0789 0.1506
C 0.6710 -0.0222 0.9006
O 1.8739 -0.0566 1.5788
C 3.0303 0.2237 0.9062
C 3.1688 0.0794 -0.4721
C 4.3906 0.3294 -1.0602
C 5.4858 0.7207 -0.2920
C 5.3425 0.8517 1.0883
C 4.1243 0.6049 1.6829
H 3.9940 0.6988 2.7498
H 6.1891 1.1498 1.6858
C 6.7716 0.9735 -0.9767
O 6.9378 0.9001 -2.1702
O 7.7581 1.2982 -0.1222
C 9.0231 1.5507 -0.7124
H 9.3873 0.6584 -1.2262
H 9.6905 1.8218 0.1017
H 8.9491 2.3645 -1.4368
H 4.5202 0.2186 -2.1259
H 2.3284 -0.2445 -1.0671
H 0.9673 1.9153 0.0639
H -1.2531 1.9223 -1.0996
S -3.3274 -0.0286 -1.2204
O -3.1305 0.3368 -2.5921
O -3.9903 -1.2776 -0.9476
N -4.1090 1.2509 -0.4651
C -5.1842 1.8402 -1.2386
C -5.6103 3.1536 -0.5904
C -6.0501 2.8972 0.8489
C -4.9212 2.2093 1.6122
C -4.5062 0.9311 0.8884
H -3.6477 0.4667 1.3789
H -5.3350 0.2074 0.8853
H -4.0596 2.8765 1.6670
H -5.2364 1.9654 2.6276
H -6.3152 3.8370 1.3364
H -6.9333 2.2544 0.8497
H -4.7649 3.8430 -0.5960
H -6.4233 3.5957 -1.1676
H -4.7984 1.9943 -2.2467
H -6.0431 1.1537 -1.2926
H -2.0971 -1.9322 0.4290
H 1.2271 -2.1476 2.0349
H 0.2539 -4.2322 2.2027
H -1.3322 -3.5781 1.7791
```

SMILES ... COC(=O)CNc1cc(S(=O)(=O)N2CCCCC2)ccc1Oc1ccc(C(=O)OC)cc1
Relative energy (zero: lowest compared OMol25 entry of this formula, charge and spin) ... 164.7 kJ/mol
Frontier orbital gap ... 8.88 eV

***

Density functional theory data (wB97M-V/def2-TZVPD) for a structure of composition C22H26N3O4PbSeTe4.

Structure (XYZ):
```
61
Properties=species:S:1:pos:R:3
Pb -0.6577 -1.7999 2.3684
Te -2.7932 -2.9457 4.0500
Te -1.6319 -5.1263 5.1636
Te 0.8285 -4.0619 5.4117
Te 1.2699 -3.9177 2.7516
O 0.4306 -3.8204 -0.1321
C -0.6885 -3.3787 -0.3563
O -1.3254 -2.4917 0.3165
C -1.4267 -3.8746 -1.5877
C -0.9076 -4.9451 -2.3041
C -1.5513 -5.4231 -3.4381
C -2.7199 -4.8216 -3.8815
C -3.2057 -3.7537 -3.1526
C -2.6017 -3.2682 -2.0140
N -4.4550 -3.0882 -3.6319
O -4.8314 -2.0990 -3.0374
O -5.0027 -3.5629 -4.6111
H 0.0122 -5.3874 -1.9457
H -1.1407 -6.2636 -3.9818
H -3.2441 -5.1615 -4.7613
H -3.0175 -2.4432 -1.4551
C 0.7129 1.0081 -3.5107
C 0.3502 2.1736 -2.5986
C -1.0126 2.0046 -1.9300
C -1.0262 0.9592 -0.8206
N -0.1973 1.3384 0.3176
C 0.9609 0.7285 0.7028
Se 1.7960 -0.6597 -0.1352
N 1.3311 1.3053 1.8822
C 2.4579 0.8892 2.7096
C 3.6074 1.8875 2.7286
C 4.3441 2.0612 1.3989
C 3.6047 2.9126 0.3684
C 0.4085 2.2695 2.2512
C 0.3225 3.0851 3.3658
C -0.7780 3.9297 3.4483
C -1.7566 3.9464 2.4539
C -1.6683 3.1211 1.3392
C -0.5651 2.2902 1.2561
H 1.6650 1.1807 -4.0139
H -0.0499 0.8657 -4.2804
H 0.8122 0.0804 -2.9475
H 0.3508 3.1049 -3.1717
H 1.1177 2.2905 -1.8274
H -1.7487 1.6976 -2.6796
H -1.3611 2.9616 -1.5328
H -0.6507 -0.0042 -1.1661
H -2.0372 0.7997 -0.4388
H 2.7808 -0.0762 2.3166
H 2.0693 0.7216 3.7172
H 4.3077 1.5346 3.4902
H 3.2496 2.8640 3.0728
H 4.5473 1.0740 0.9754
H 5.3153 2.5177 1.6073
H 2.8144 2.3477 -0.1234
H 4.2825 3.2587 -0.4132
H 3.1564 3.7956 0.8320
H 1.0702 3.0594 4.1459
H -0.8821 4.5804 4.3058
H -2.6057 4.6086 2.5542
H -2.4363 3.1211 0.5787
```

Charge ... -1
Relative energy (zero: lowest compared OMol25 entry of this formula, charge and spin) ... 33.4 kJ/mol
Frontier orbital gap ... 5.93 eV

***

Density functional theory data (wB97M-V/def2-TZVPD) for the molecule C22H26N4O7S.

Structure (XYZ):
```
60
Properties=species:S:1:pos:R:3
C 2.4940 4.1610 -0.6829
H 2.9019 4.4244 -1.6555
H 3.2974 4.1617 0.0497
H 1.7435 4.8925 -0.3973
C 1.8553 2.7726 -0.7442
C 1.1910 2.4902 0.6023
O 0.1229 3.0167 0.8643
N 1.9222 1.7470 1.4632
C 1.5468 1.3513 2.7591
O 2.1942 0.5251 3.3632
N 0.4656 1.9769 3.2568
H 0.1475 1.7237 4.1752
H -0.0726 2.5833 2.6485
H 2.7011 1.2033 1.0779
H 1.0755 2.7427 -1.5153
O 2.8523 1.8131 -1.0572
C 2.6435 1.0042 -2.0972
O 1.7179 1.0989 -2.8591
C 3.7523 -0.0227 -2.2055
H 4.6006 0.3053 -1.6053
H 4.0344 -0.1195 -3.2542
C 3.2332 -1.3695 -1.6892
C 3.0377 -1.3061 -0.1822
O 3.5158 -0.4077 0.4855
N 2.3643 -2.3275 0.4061
C 1.7746 -3.4762 -0.2411
H 2.2700 -4.3830 0.1316
C 0.2618 -3.5250 0.0867
N -0.2029 -2.2313 0.5410
S -0.1577 -1.0443 -0.6686
O 0.0679 -1.7075 -1.9214
O 0.7207 0.0312 -0.3031
C -1.8135 -0.3779 -0.6625
C -2.8243 -0.9408 0.0561
C -4.1134 -0.3643 0.0218
C -5.1958 -0.9090 0.7441
C -6.4325 -0.3294 0.6890
C -6.6423 0.8208 -0.0882
C -5.6129 1.3729 -0.7984
C -4.3242 0.7998 -0.7660
C -3.2441 1.3469 -1.4941
C -2.0077 0.7678 -1.4459
H -1.1640 1.1579 -1.9924
H -3.4130 2.2314 -2.0897
H -5.7709 2.2577 -1.3975
H -7.6261 1.2650 -0.1199
H -7.2578 -0.7517 1.2428
H -5.0274 -1.7939 1.3402
H -2.6405 -1.8228 0.6502
C 0.4249 -1.8341 1.7870
C 1.9280 -2.1875 1.7811
H 2.1061 -3.1355 2.2974
H 2.5025 -1.3946 2.2634
H 0.2852 -0.7585 1.8797
H -0.0891 -2.3313 2.6151
H -0.3099 -3.7859 -0.8026
H 0.0480 -4.2471 0.8789
H 1.9130 -3.4194 -1.3172
H 3.9488 -2.1603 -1.9277
H 2.2801 -1.5809 -2.1762
```

SMILES ... C[C@@H](OC(=O)CCC(=O)N1CCN(S(=O)(=O)c2ccc3ccccc3c2)CC1)C(=O)NC(N)=O
Relative energy (zero: lowest compared OMol25 entry of this formula, charge and spin) ... 0.0 kJ/mol
Frontier orbital gap ... 8.91 eV

***

Density functional theory data (wB97M-V/def2-TZVPD) for a structure of composition C22H26N7Pb.

Structure (XYZ):
```
56
Properties=species:S:1:pos:R:3
Pb 0.7694 -0.4286 0.9280
C 2.0590 -4.9291 -2.4079
C 0.8996 -4.4649 -1.7718
C 0.7588 -3.1343 -1.4793
C 1.7593 -2.1967 -1.8672
C 2.9348 -2.6926 -2.5006
C 3.0684 -4.0342 -2.7687
N 1.5660 -0.9054 -1.5483
C 2.0511 0.1407 -2.2204
C 2.4178 0.1084 -3.5961
C 2.8860 1.2330 -4.2335
C 2.9972 2.4494 -3.5492
C 2.5630 2.5489 -2.2391
C 2.1150 1.4173 -1.5502
N 1.7822 1.4564 -0.2237
N 2.1172 2.4657 0.4542
C 1.8423 2.5547 1.7763
C 2.2520 3.7210 2.4406
C 2.1106 3.7915 3.8180
C 1.5423 2.7121 4.4785
C 1.1184 1.6064 3.7397
N 1.2544 1.5189 2.4267
H 2.1837 -5.9867 -2.5881
H 0.1180 -5.1665 -1.5238
H -0.1465 -2.7541 -1.0306
H 3.7606 -2.0139 -2.6636
H 3.9712 -4.4061 -3.2300
H 2.2639 -0.8033 -4.1534
H 3.1669 1.1808 -5.2756
H 3.4088 3.3135 -4.0475
H 2.5956 3.4928 -1.7149
H 2.6797 4.5315 1.8713
H 2.4450 4.6587 4.3688
H 1.4371 2.7121 5.5521
H 0.6852 0.7581 4.2474
C -5.0740 -0.5594 0.2639
N -3.6872 -0.9662 0.2743
C -3.3966 -2.0965 -0.5762
C -2.6883 -0.2174 0.8075
N -1.4728 -0.2283 0.2609
N -2.9405 0.5361 1.8951
C -2.1367 1.6908 2.1967
C -3.9107 0.1941 2.9091
H -5.4457 -0.6110 -0.7617
H -5.1936 0.4598 0.6167
H -5.6995 -1.2258 0.8631
H -4.1899 -2.8378 -0.4598
H -2.4525 -2.5595 -0.2939
H -3.3693 -1.8123 -1.6326
H -1.4960 -0.5487 -0.6990
H -1.5417 1.9675 1.3309
H -1.4803 1.5039 3.0478
H -2.7958 2.5206 2.4568
H -4.2821 -0.8174 2.7803
H -4.7512 0.8908 2.9161
H -3.4298 0.2612 3.8865
```

Charge ... +3
Frontier orbital gap (spin up / spin down) ... 4.63 / 4.64 eV